[1]
DFT (ωB97M-V with the def2-TZVPD basis set) results for the molecule C2H2OS2.

The geometry in ORCA input format:
```
! wB97M-V def2-TZVPD RIJCOSX def2/J DEFGRID3
* xyz 0 1
O 0.491 1.688 0.034
C 0.517 0.303 0.099
S 1.946 -0.538 -0.066
C -0.622 -0.631 0.194
S -2.111 -0.208 -0.070
H -0.345 2.141 -0.117
H -0.317 -1.740 0.261
*
```

Summary:
energy relative to the best compared isomer or geometry (same formula, charge and spin): 103.3 kJ/mol
max |F|: 2.5 eV/Å
E_tot: -948.965686 Eh
SMILES: OC(=S)C=S
gap between HOMO and LUMO: 7.463 eV

Let us look at the Löwdin charges, expressed in e, one per atom: -0.03 -0.87 0.75 -0.79 0.77 0.09 0.07

[2]
DFT (ωB97M-V with the def2-TZVPD basis set) results for a structure of composition C15H11N3O6S3Zn.

The geometry in ORCA input format:
```
! wB97M-V def2-TZVPD RIJCOSX def2/J DEFGRID3
* xyz -2 1
Zn -0.055 1.911 -0.056
O -0.697 -0.064 0.781
N -0.396 -0.240 2.037
C -1.219 -1.015 2.777
C -0.964 -1.295 4.094
C 0.177 -0.744 4.679
C 0.995 0.060 3.924
C 0.730 0.340 2.571
S 1.711 1.345 1.599
H -2.070 -1.380 2.222
H -1.648 -1.923 4.645
H 0.413 -0.938 5.719
H 1.877 0.518 4.347
O -2.481 -3.132 -2.359
S -1.373 -2.469 -3.008
O -1.146 -2.828 -4.390
N -1.418 -0.874 -2.802
C -0.410 -0.435 -2.058
O -0.192 0.765 -1.783
C 0.536 -1.532 -1.618
C 1.694 -1.420 -0.868
C 2.403 -2.581 -0.588
C 1.965 -3.821 -1.052
C 0.806 -3.927 -1.812
C 0.116 -2.761 -2.079
H 2.009 -0.456 -0.493
H 3.306 -2.524 0.008
H 2.536 -4.712 -0.816
H 0.457 -4.882 -2.184
S -2.112 2.588 1.020
C -2.169 4.264 1.095
N -2.274 5.417 1.168
C -0.775 4.069 -2.349
C 0.650 4.173 -1.816
O 1.436 4.976 -2.318
O 0.955 3.383 -0.840
H -0.874 4.646 -3.268
H -1.460 4.470 -1.600
H -1.042 3.028 -2.529
*
```

Summary:
energy relative to the best compared isomer or geometry (same formula, charge and spin): 0.7 kJ/mol
max |F|: 0.2 eV/Å
E_tot: -4167.979493 Eh
gap between HOMO and LUMO: 7.173 eV

These are the Löwdin partial charges, in e, on atoms 1 to 8: 0.39 -0.23 -0.21 -0.03 -0.09 -0.11 -0.11 -0.67

[3]
DFT (ωB97M-V with the def2-TZVPD basis set) results for a cluster of 11 separate species, C30H70Cl6N7O11P in total.

The geometry in ORCA input format:
```
! wB97M-V def2-TZVPD RIJCOSX def2/J DEFGRID3
* xyz 1 2
C -29.793 1.352 9.858
C -29.467 0.556 11.131
O -30.319 -0.067 11.688
N -28.208 0.536 11.529
C -27.648 -0.248 12.636
H -29.938 0.617 9.066
H -29.009 2.049 9.563
H -30.688 1.952 10.020
H -27.593 1.201 11.083
H -26.981 0.457 13.133
H -27.071 -1.043 12.164
H -28.292 -0.749 13.358
C -24.731 1.757 -0.225
C -23.889 3.000 0.071
O -23.966 3.505 1.218
N -23.282 3.516 -1.007
C -22.456 4.765 -0.951
H -24.505 0.924 0.441
H -24.547 1.273 -1.184
H -25.782 2.035 -0.298
H -23.341 2.981 -1.862
H -21.860 4.854 -0.043
H -23.124 5.627 -0.923
H -21.856 4.731 -1.861
C -25.857 4.970 9.415
C -25.844 4.098 10.684
O -26.211 2.914 10.723
N -25.289 4.691 11.745
C -25.195 4.273 13.097
H -24.963 4.771 8.824
H -25.794 6.006 9.748
H -26.767 4.782 8.846
H -24.975 5.640 11.599
H -25.823 4.969 13.653
H -24.177 4.418 13.459
H -25.400 3.213 13.250
C -23.449 -3.234 12.454
C -23.924 -1.862 12.876
O -24.473 -1.725 13.957
N -23.658 -0.863 12.063
C -24.147 0.483 12.229
H -24.198 -3.765 11.866
H -23.003 -3.841 13.242
H -22.634 -3.097 11.744
H -23.163 -1.137 11.227
H -25.018 0.680 11.605
H -23.301 1.099 11.927
H -24.367 0.730 13.268
C -25.305 -6.767 7.265
C -26.071 -5.686 6.558
O -26.501 -5.802 5.444
N -26.242 -4.619 7.311
C -26.974 -3.452 6.749
H -25.877 -7.149 8.111
H -24.299 -6.493 7.582
H -25.075 -7.573 6.569
H -26.062 -4.621 8.305
H -26.958 -2.660 7.497
H -28.013 -3.699 6.533
H -26.510 -3.150 5.810
C -30.045 6.481 2.639
C -28.734 5.844 2.607
O -28.072 5.823 3.607
N -28.214 5.652 1.365
C -26.943 5.029 1.179
H -29.928 7.565 2.638
H -30.662 6.253 3.508
H -30.557 6.204 1.717
H -28.749 6.026 0.594
H -26.963 4.480 0.238
H -26.524 4.420 1.981
H -26.196 5.819 1.097
C -19.300 3.075 7.240
C -20.774 3.497 7.168
O -21.172 4.439 6.490
N -21.555 2.710 7.958
C -22.963 3.009 8.088
H -19.127 2.429 6.378
H -18.954 2.630 8.173
H -18.704 3.979 7.116
H -21.238 2.006 8.608
H -23.240 3.975 7.665
H -23.197 2.852 9.141
H -23.614 2.308 7.567
C -26.781 3.228 5.483
O -27.656 2.110 5.507
P -27.047 0.636 5.775
O -28.033 -0.372 6.130
O -26.259 0.302 4.416
C -26.720 0.699 3.100
O -25.889 0.861 6.878
C -26.117 0.705 8.250
H -27.104 3.923 6.258
H -26.818 3.814 4.565
H -25.757 2.888 5.639
H -27.792 0.888 3.064
H -26.540 -0.154 2.445
H -26.179 1.570 2.730
H -25.165 0.846 8.762
H -26.538 -0.265 8.514
H -26.782 1.473 8.644
Cl -20.365 0.970 3.972
C -21.968 1.029 4.861
C -23.110 1.091 3.872
Cl -23.179 -0.458 2.950
H -22.048 1.986 5.376
H -21.980 0.129 5.475
H -22.971 1.868 3.121
H -23.967 1.268 4.522
Cl -25.398 6.063 6.141
C -24.246 6.199 4.679
C -24.784 7.105 3.578
Cl -23.623 7.371 2.218
H -24.089 5.172 4.350
H -23.300 6.608 5.036
H -25.086 8.086 3.945
H -25.650 6.646 3.101
Cl -31.797 3.137 4.000
C -31.024 3.157 5.599
C -30.642 4.599 6.039
Cl -29.886 4.740 7.585
H -30.167 2.484 5.594
H -31.694 2.676 6.312
H -31.447 5.333 6.051
H -29.938 4.987 5.304
*
```

Summary:
⟨S²⟩: 0.755
max |F|: 5.9 eV/Å
E_tot: -5498.369138 Eh
gap between HOMO and LUMO (spin up / spin down): 8.435 / 2.763 eV

These are the Löwdin partial charges, in e, on atoms 1 to 8: 0.09 -0.42 0.39 0.10 0.01 0.12 0.09 0.11

[4]
DFT (ωB97M-V with the def2-TZVPD basis set) results for a structure of composition C3H9N2.

The geometry in ORCA input format:
```
! wB97M-V def2-TZVPD RIJCOSX def2/J DEFGRID3
* xyz 1 1
C -0.936 1.046 -2.055
N -0.644 -0.081 -1.273
H -1.801 1.249 -1.358
H -1.296 0.684 -2.993
H -0.452 2.117 -2.330
H -0.565 -0.904 -2.244
C 1.409 -0.896 0.899
C -0.079 0.053 2.380
N 0.998 0.236 1.734
H 1.717 -0.418 -0.060
H 0.554 -1.584 0.695
H 2.212 -1.482 1.326
H -0.557 0.914 2.840
H -0.560 -0.934 2.439
*
```

Summary:
energy relative to the best compared isomer or geometry (same formula, charge and spin): 843.3 kJ/mol
max |F|: 5.0 eV/Å
E_tot: -228.665606 Eh
gap between HOMO and LUMO: 3.955 eV

These are the Löwdin partial charges, in e, on atoms 1 to 8: -0.09 0.26 0.18 0.08 0.23 0.25 -0.16 -0.06

[5]
DFT (ωB97M-V with the def2-TZVPD basis set) results for the molecule C4H8N4.

The geometry in ORCA input format:
```
! wB97M-V def2-TZVPD RIJCOSX def2/J DEFGRID3
* xyz 0 1
C -2.312 -0.195 -1.091
C -1.448 0.160 0.130
N -1.562 1.673 0.332
N -0.586 2.261 -0.092
N 0.463 1.502 -0.504
C 0.923 0.565 0.476
C 2.301 0.071 0.247
N -0.096 -0.082 -0.196
H -3.257 -0.636 -0.880
H -1.747 -0.697 -1.824
H -2.530 0.792 -1.635
H -1.862 -0.271 1.059
H 0.829 1.144 1.395
H 2.777 -0.101 1.137
H 2.764 0.783 -0.386
H 2.259 -0.907 -0.192
*
```

Summary:
energy relative to the best compared isomer or geometry (same formula, charge and spin): 431.4 kJ/mol
max |F|: 3.2 eV/Å
E_tot: -376.084163 Eh
SMILES: C[C@@H]1N=NN2[C@H](C)N12
gap between HOMO and LUMO: 10.609 eV

These are the Löwdin partial charges, in e, on atoms 1 to 8: -0.04 -0.38 0.05 -0.01 0.06 -0.46 -0.02 0.09

[6]
DFT (ωB97M-V with the def2-TZVPD basis set) results for a structure of composition C21H18BBrCl4EuF4NO3P.

The geometry in ORCA input format:
```
! wB97M-V def2-TZVPD RIJCOSX def2/J DEFGRID3
* xyz -2 8
Eu 0.468 -0.199 -0.721
Cl -0.643 -6.647 -0.357
C -0.776 -4.997 -0.849
C -2.010 -4.461 -1.161
Cl -3.432 -5.432 -1.057
C -2.109 -3.128 -1.569
Cl -3.660 -2.500 -1.993
C -1.005 -2.285 -1.645
O -1.048 -1.036 -2.012
C 0.292 -2.853 -1.325
O 1.331 -2.086 -1.420
C 0.360 -4.194 -0.950
Cl 1.920 -4.852 -0.590
C -2.787 2.228 -1.585
P -2.016 1.083 -0.344
C -3.533 0.178 0.172
C -1.778 2.199 1.089
C -1.405 3.531 0.943
C -1.073 4.298 2.046
C -1.102 3.742 3.314
C -1.481 2.418 3.474
C -1.800 1.650 2.370
H -2.030 2.891 -2.002
H -3.597 2.811 -1.148
H -3.171 1.606 -2.394
H -4.244 0.840 0.668
H -3.262 -0.642 0.835
H -3.975 -0.245 -0.728
H -1.340 3.968 -0.042
H -0.766 5.326 1.907
H -0.810 4.327 4.176
H -1.519 1.983 4.465
H -2.045 0.606 2.498
F 1.406 1.746 0.578
B 1.550 2.628 -0.533
F 2.794 2.483 -1.093
F 1.295 3.912 -0.210
F 0.587 2.100 -1.473
C -0.722 -2.082 2.458
C -0.398 -1.097 1.306
O 0.845 -0.975 1.122
H -0.198 -1.786 3.369
H -0.355 -3.070 2.172
H -1.791 -2.148 2.656
Br 1.987 0.094 -3.438
C 3.393 -0.069 -2.157
C 4.723 -0.082 -2.539
C 5.667 -0.184 -1.528
C 5.244 -0.290 -0.210
C 3.884 -0.269 0.049
N 2.975 -0.143 -0.908
H 4.999 0.000 -3.579
H 6.722 -0.175 -1.763
H 5.950 -0.374 0.602
H 3.490 -0.343 1.054
*
```

Summary:
energy relative to the best compared isomer or geometry (same formula, charge and spin): 229.0 kJ/mol
⟨S²⟩: 15.761
max |F|: 5.3 eV/Å
E_tot: -6982.582748 Eh
gap between HOMO and LUMO (spin up / spin down): 3.342 / 5.338 eV

These are the Löwdin partial charges, in e, on atoms 1 to 8: 1.27 0.58 -0.75 -0.75 0.58 -0.62 0.66 -0.44